#A
97
Properties=species:S:1:pos:R:3 method="wB97M-V/def2-TZVPD" lumo_energy_ha="-0.190 / -0.241" homo_energy_ha="-0.4917 / -0.5063" total_charge=+2 multiplicity=5 s_squared=6.023 gap_ev="8.20 / 7.23"
Ru 1.233 0.117 -0.154
C -0.087 3.305 -3.660
Si 1.199 2.256 -2.829
C 2.242 3.289 -1.681
C 2.258 1.405 -4.092
N 0.405 0.972 -1.867
P -1.122 0.997 -1.284
C -0.769 0.054 0.148
P -0.833 -1.617 0.677
N 0.694 -1.947 0.268
Si 1.557 -3.498 0.183
C 3.340 -3.123 0.598
C 1.345 -4.162 -1.533
C 0.843 -4.691 1.412
C -1.092 -1.539 2.447
C 0.015 -1.613 3.289
C -0.151 -1.497 4.661
C -1.419 -1.295 5.190
C -2.526 -1.205 4.351
C -2.366 -1.332 2.979
C -2.031 -2.736 -0.028
C -2.155 -2.773 -1.421
C -2.968 -3.719 -2.020
C -3.652 -4.638 -1.233
C -3.522 -4.617 0.149
C -2.712 -3.670 0.758
C -2.314 0.434 -2.476
C -1.850 -0.024 -3.710
C -2.758 -0.477 -4.656
C -4.116 -0.485 -4.363
C -4.577 -0.047 -3.126
C -3.678 0.414 -2.178
C -1.625 2.629 -0.698
C -2.612 3.380 -1.335
C -2.908 4.661 -0.889
C -2.221 5.200 0.188
C -1.228 4.462 0.824
C -0.930 3.185 0.383
H 0.328 3.742 -4.574
H -0.411 4.124 -3.012
H -0.969 2.725 -3.948
H 3.037 3.800 -2.236
H 2.717 2.687 -0.902
H 1.631 4.052 -1.189
H 2.547 2.108 -4.881
H 1.722 0.576 -4.564
H 3.182 1.018 -3.655
H 3.958 -3.000 -0.298
H 3.782 -3.935 1.186
H 3.396 -2.209 1.196
H 1.510 -3.389 -2.291
H 0.326 -4.542 -1.651
H 2.035 -4.989 -1.731
H 0.741 -4.254 2.410
H 1.490 -5.570 1.498
H -0.139 -5.039 1.082
H 1.002 -1.763 2.866
H 0.706 -1.565 5.321
H -1.550 -1.212 6.263
H -3.513 -1.044 4.769
H -3.231 -1.265 2.328
H -1.604 -2.075 -2.034
H -3.063 -3.748 -3.099
H -4.287 -5.381 -1.702
H -4.052 -5.341 0.757
H -2.606 -3.665 1.835
H -0.786 -0.025 -3.920
H -2.408 -0.829 -5.618
H -4.824 -0.835 -5.105
H -5.637 -0.064 -2.903
H -4.036 0.744 -1.209
H -3.142 2.980 -2.189
H -3.675 5.239 -1.388
H -2.455 6.200 0.530
H -0.692 4.881 1.668
H -0.155 2.619 0.881
N 3.968 1.927 2.500
C 2.918 2.251 3.357
C 2.865 3.002 4.528
C 1.624 3.123 5.118
C 0.478 2.518 4.567
C 0.542 1.772 3.408
C 1.792 1.650 2.803
N 2.175 0.973 1.644
C 3.471 1.176 1.505
C 4.188 0.628 0.359
C 5.508 0.616 0.071
S 5.770 -0.204 -1.403
C 4.110 -0.498 -1.554
N 3.393 -0.003 -0.581
H 4.930 2.197 2.618
H 3.744 3.467 4.957
H 1.528 3.698 6.031
H -0.474 2.639 5.071
H -0.334 1.295 2.982
H 6.334 1.025 0.635
H 3.689 -1.057 -2.379

#B
97
Properties=species:S:1:pos:R:3 method="wB97M-V/def2-TZVPD" lumo_energy_ha="-0.189 / -0.239" homo_energy_ha="-0.4856 / -0.5036" total_charge=+2 multiplicity=5 s_squared=6.022 gap_ev="8.08 / 7.21"
Ru -0.023 1.017 -0.774
C -4.359 -0.761 -2.358
Si -2.838 0.292 -2.608
C -3.232 2.107 -2.385
C -2.095 -0.016 -4.293
N -1.619 -0.143 -1.389
P -1.849 -0.855 0.060
C -0.442 -0.127 0.788
P 1.232 -0.414 1.218
N 1.812 0.263 -0.130
Si 3.422 0.300 -0.851
C 3.796 2.085 -1.293
C 3.360 -0.755 -2.392
C 4.650 -0.364 0.384
C 1.549 0.554 2.693
C 2.372 1.673 2.621
C 2.544 2.480 3.737
C 1.881 2.179 4.917
C 1.042 1.072 4.988
C 0.874 0.260 3.879
C 1.736 -2.102 1.484
C 1.569 -2.991 0.419
C 1.995 -4.301 0.538
C 2.594 -4.728 1.718
C 2.772 -3.846 2.775
C 2.348 -2.531 2.660
C -1.796 -2.639 0.034
C -1.672 -3.319 -1.173
C -1.549 -4.701 -1.174
C -1.535 -5.395 0.028
C -1.647 -4.715 1.236
C -1.780 -3.338 1.242
C -3.327 -0.327 0.905
C -4.377 -1.205 1.167
C -5.538 -0.730 1.758
C -5.653 0.614 2.081
C -4.609 1.494 1.816
C -3.448 1.026 1.228
H -4.967 -0.727 -3.266
H -4.977 -0.397 -1.537
H -4.133 -1.814 -2.170
H -3.833 2.478 -3.220
H -2.331 2.726 -2.338
H -3.801 2.277 -1.467
H -2.877 0.032 -5.054
H -1.630 -1.001 -4.366
H -1.348 0.733 -4.562
H 3.456 2.347 -2.298
H 4.875 2.254 -1.268
H 3.344 2.791 -0.591
H 2.518 -0.472 -3.030
H 3.237 -1.811 -2.143
H 4.272 -0.658 -2.985
H 4.631 0.174 1.334
H 5.658 -0.262 -0.026
H 4.491 -1.424 0.594
H 2.873 1.919 1.692
H 3.195 3.342 3.681
H 2.015 2.809 5.786
H 0.525 0.840 5.909
H 0.216 -0.601 3.938
H 1.114 -2.658 -0.507
H 1.865 -4.987 -0.289
H 2.932 -5.752 1.811
H 3.253 -4.179 3.684
H 2.512 -1.843 3.479
H -1.668 -2.770 -2.108
H -1.469 -5.235 -2.112
H -1.440 -6.473 0.024
H -1.637 -5.262 2.169
H -1.877 -2.809 2.184
H -4.298 -2.252 0.905
H -6.354 -1.410 1.962
H -6.561 0.981 2.541
H -4.702 2.542 2.069
H -2.638 1.716 1.019
N 0.073 5.257 -0.561
C -0.309 5.172 0.773
C -0.589 6.148 1.722
C -0.932 5.694 2.979
C -0.988 4.323 3.281
C -0.706 3.359 2.336
C -0.371 3.806 1.059
N -0.039 3.099 -0.090
C 0.221 4.001 -1.019
C 0.616 3.564 -2.353
C 1.038 4.269 -3.434
S 1.390 3.205 -4.723
C 0.979 1.881 -3.751
N 0.587 2.195 -2.544
H 0.208 6.104 -1.089
H -0.540 7.204 1.495
H -1.160 6.412 3.755
H -1.252 4.021 4.286
H -0.730 2.303 2.576
H 1.157 5.335 -3.542
H 1.033 0.863 -4.107

Which one sits at the top of the stability order? #B does.

#A
19
Properties=species:S:1:pos:R:3 method="wB97M-V/def2-TZVPD" lumo_energy_ha=-0.190 homo_energy_ha=-0.5176 total_charge=+1 multiplicity=1 gap_ev=8.91
C -2.764 0.812 -0.282
C -1.167 -1.147 0.110
C 2.457 0.110 0.393
C 1.048 -0.004 1.027
C 2.195 -0.289 -1.081
C 0.179 -0.444 -0.095
N -2.377 -0.464 0.035
N -2.087 1.848 -0.188
O -1.078 -2.325 0.353
O 0.771 -0.584 -1.187
H -3.910 0.628 -0.434
H 2.690 1.199 0.609
H 3.103 -0.596 0.816
H 1.044 -0.638 2.029
H 0.512 0.897 1.417
H 2.191 0.422 -1.874
H 2.827 -1.234 -1.401
H -3.238 -0.948 0.208
H -2.397 2.758 -0.456

#B
19
Properties=species:S:1:pos:R:3 method="wB97M-V/def2-TZVPD" lumo_energy_ha=-0.142 homo_energy_ha=-0.5059 total_charge=+1 smiles="O=C=NCC1=C[NH2+]CCO1" multiplicity=1 gap_ev=9.91
O -4.371 1.085 0.003
C -3.527 0.286 0.048
N -2.846 -0.686 0.015
C -1.607 -1.383 -0.099
C -0.364 -0.585 0.045
C -0.351 0.741 0.168
N 0.851 1.463 0.158
C 2.026 0.700 -0.401
C 1.939 -0.772 0.148
O 0.692 -1.464 0.050
H -1.511 -1.939 -0.965
H -1.629 -2.065 0.643
H -1.287 1.128 0.455
H 1.221 1.799 1.046
H 0.718 2.413 -0.437
H 3.119 0.975 -0.171
H 2.005 0.605 -1.520
H 2.655 -1.463 -0.413
H 2.265 -0.838 1.228

Which one sits at the top of the stability order? #B does.

#A
14
Properties=species:S:1:pos:R:3 method="wB97M-V/def2-TZVPD" lumo_energy_ha=0.044 homo_energy_ha=-0.3367 smiles="C=CC.C" multiplicity=1 gap_ev=10.35
C 0.107 1.620 0.681
C 0.154 0.315 0.936
C -1.053 -0.581 0.940
H 1.005 2.230 0.674
H -0.827 2.093 0.382
H 1.116 -0.165 1.122
H -1.459 -0.541 1.952
H -0.835 -1.629 0.702
H -1.827 -0.233 0.246
C 0.723 -0.634 -1.527
H -0.198 -0.866 -2.061
H 1.531 -0.353 -2.193
H 1.024 -1.509 -0.935
H 0.539 0.254 -0.919

#B
14
Properties=species:S:1:pos:R:3 method="wB97M-V/def2-TZVPD" lumo_energy_ha=0.046 homo_energy_ha=-0.4169 smiles=CC(C)C multiplicity=1 gap_ev=12.59
C -1.002 -1.019 -0.150
C -0.009 -0.006 0.420
C -0.408 1.377 -0.086
C 1.429 -0.361 0.041
H -1.110 -0.838 -1.224
H -0.676 -2.055 0.003
H -1.994 -0.909 0.303
H -0.077 0.003 1.516
H 0.341 2.135 0.172
H -1.364 1.688 0.351
H -0.535 1.349 -1.173
H 1.707 -1.351 0.424
H 2.139 0.366 0.451
H 1.561 -0.379 -1.048

#C
14
Properties=species:S:1:pos:R:3 method="wB97M-V/def2-TZVPD" lumo_energy_ha=0.046 homo_energy_ha=-0.3876 smiles=CCCC multiplicity=1 gap_ev=11.80
C 1.059 0.978 1.446
C 0.559 -0.198 0.484
C -0.279 0.167 -0.708
C -1.227 -1.029 -1.280
H 1.662 1.835 0.980
H 1.683 0.760 2.197
H 0.249 1.686 1.788
H -0.184 -0.859 1.351
H 1.356 -0.873 0.398
H 0.176 0.677 -1.494
H -1.128 0.905 -0.426
H -0.754 -1.754 -1.956
H -1.915 -0.488 -1.998
H -1.809 -1.394 -0.498

#D
14
Properties=species:S:1:pos:R:3 method="wB97M-V/def2-TZVPD" lumo_energy_ha=-0.027 homo_energy_ha=-0.2838 multiplicity=1 gap_ev=7.00
C -0.529 -1.276 0.701
C -0.245 -0.880 -0.594
C -1.005 -0.213 -1.519
C 1.198 1.628 0.834
H 0.179 -1.873 1.216
H -1.168 -0.561 1.290
H 0.754 -1.172 -1.013
H 1.015 0.622 0.693
H -0.457 0.021 -2.521
H -1.594 -2.302 -0.554
H -1.960 0.060 -1.090
H 1.046 1.848 1.896
H 2.190 1.990 0.617
H 0.576 2.110 0.044

Which one sits at the top of the stability order? #B does.

#A
42
Properties=species:S:1:pos:R:3 method="wB97M-V/def2-TZVPD" lumo_energy_ha=-0.011 homo_energy_ha=-0.4154 multiplicity=1 gap_ev=11.00
O -11.251 -1.354 5.990
H -10.746 -1.174 6.783
H -12.032 -1.811 6.302
O -15.949 0.674 10.932
H -15.209 0.067 10.902
H -16.143 0.771 11.864
O -16.162 -9.173 9.839
H -16.249 -9.151 8.886
H -16.575 -8.362 10.137
O -17.190 -3.702 7.057
H -17.254 -4.051 7.946
H -17.454 -2.786 7.140
O -15.974 -4.660 12.762
H -15.399 -4.185 13.363
H -16.821 -4.221 12.844
O -23.115 -3.656 6.681
H -23.932 -3.365 6.275
H -22.561 -2.876 6.691
O -15.707 -8.085 5.009
H -15.575 -7.146 5.139
H -14.823 -8.450 4.978
O -20.276 -3.145 12.085
H -20.900 -2.647 11.557
H -20.689 -4.000 12.203
O -19.871 0.545 7.799
H -19.261 0.806 8.488
H -20.735 0.613 8.206
O -17.803 -3.334 1.722
H -17.667 -4.127 1.204
H -18.209 -3.643 2.532
O -20.194 -6.725 3.634
H -20.548 -6.308 4.419
H -19.286 -6.927 3.858
O -12.419 -4.385 9.502
H -13.036 -4.313 10.230
H -11.608 -4.698 9.904
O -20.869 -7.450 9.187
H -21.362 -6.894 8.584
H -21.009 -8.339 8.861
O -18.163 2.042 3.760
H -18.565 1.480 4.422
H -18.414 1.647 2.925

#B
42
Properties=species:S:1:pos:R:3 method="wB97M-V/def2-TZVPD" lumo_energy_ha=-0.012 homo_energy_ha=-0.3705 multiplicity=1 gap_ev=9.76
O -1.833 2.377 -0.760
H -1.494 2.575 -1.646
H -2.500 1.722 -0.943
O -2.700 -0.522 3.028
H -2.932 -0.109 3.866
H -2.364 0.254 2.592
O 0.052 -0.038 -0.412
H 0.524 0.583 0.068
H -0.780 -0.224 0.121
O 0.055 -2.875 0.261
H 0.559 -2.493 -0.476
H -0.840 -2.750 0.093
O -0.691 -1.548 -3.501
H 0.095 -1.636 -2.914
H -0.849 -2.403 -3.934
O 2.508 0.489 -1.850
H 3.329 -0.012 -1.816
H 2.657 1.153 -2.548
O 2.135 1.504 0.873
H 3.014 1.744 1.214
H 2.321 1.440 -0.058
O -2.285 -1.303 0.452
H -2.512 -1.247 1.417
H -3.052 -1.031 -0.028
O -1.417 1.741 1.910
H -1.367 1.873 0.980
H -1.753 2.575 2.310
O -0.706 1.292 -2.962
H -0.595 0.534 -3.494
H -0.472 0.903 -2.102
O 2.732 -1.523 0.965
H 1.894 -1.865 0.701
H 2.350 -0.634 0.926
O 1.425 -2.020 -1.943
H 1.697 -1.089 -1.837
H 2.014 -2.387 -2.596
O 0.690 3.880 1.614
H 0.901 3.971 2.510
H 1.290 3.193 1.295
O -0.131 -2.209 3.093
H -0.805 -1.625 3.412
H -0.149 -2.252 2.139

Which one sits at the top of the stability order? #B does.

#A
17
Properties=species:S:1:pos:R:3 method="wB97M-V/def2-TZVPD" lumo_energy_ha=-0.143 homo_energy_ha=-0.5007 total_charge=+1 smiles="Cc1cn(C=O)c(=[NH2+])[nH]1" multiplicity=1 gap_ev=9.73
C 0.070 2.300 -0.405
C 0.155 0.781 -0.372
C 0.994 -0.205 -0.736
N 0.672 -1.452 -0.176
C 1.040 -2.662 -0.383
O 0.711 -3.630 0.250
C -0.549 -1.197 0.618
N -1.128 -2.214 1.250
N -0.715 0.131 0.569
H -0.448 2.647 -1.192
H -0.324 2.667 0.564
H 1.077 2.666 -0.492
H 1.823 -0.083 -1.391
H 1.803 -2.741 -1.268
H -0.528 -3.028 1.055
H -1.906 -2.197 1.809
H -1.559 0.680 0.792

#B
17
Properties=species:S:1:pos:R:3 method="wB97M-V/def2-TZVPD" lumo_energy_ha="-0.192 / -0.192" homo_energy_ha="-0.5077 / -0.5077" total_charge=+1 multiplicity=1 gap_ev="8.59 / 8.59"
C -0.491 -0.016 3.231
C -2.209 1.437 -0.719
C 2.148 -0.423 -0.506
C 1.378 -1.538 -0.999
C -1.403 0.195 -0.941
N 0.051 -0.123 2.253
N -0.235 0.418 -0.482
N 0.734 -0.419 -0.434
O -1.872 2.300 0.144
H -0.802 0.213 4.231
H -3.038 1.598 -1.398
H 2.450 -0.535 0.524
H 2.680 0.441 -0.855
H 1.384 -1.696 -2.108
H 1.249 -2.462 -0.492
H -1.743 -0.703 -1.533
H -0.278 1.313 0.083

Which one sits at the top of the stability order? #A does.

#A
25
Properties=species:S:1:pos:R:3 method="wB97M-V/def2-TZVPD" lumo_energy_ha="-0.125 / -0.209" homo_energy_ha="-0.4150 / -0.5254" total_charge=+1 multiplicity=3 s_squared=2.010 gap_ev="7.90 / 8.61"
C 1.192 -1.368 1.040
C 2.118 -0.513 -0.748
C 0.103 -0.744 0.390
C 0.680 -0.072 -0.827
C 0.203 0.757 0.312
C -2.025 -2.506 0.904
C -0.057 -0.041 -2.131
C -1.019 1.652 0.338
N 2.316 -1.277 0.461
N 1.426 1.412 1.116
H 1.076 -1.990 1.933
H 2.314 -1.084 -1.585
H 2.889 0.199 -0.814
H -2.098 -2.875 -0.128
H -2.711 -1.730 1.149
H -1.459 -3.036 1.601
H -1.070 -0.425 -2.086
H 0.484 -0.618 -2.786
H -0.086 0.987 -2.511
H -1.771 1.083 -0.073
H -0.958 2.657 -0.231
H -1.377 1.914 1.400
H 2.313 0.805 1.304
H 0.832 1.562 1.994
H 1.664 2.228 0.655

#B
25
Properties=species:S:1:pos:R:3 method="wB97M-V/def2-TZVPD" lumo_energy_ha="-0.092 / -0.292" homo_energy_ha="-0.4032 / -0.5660" total_charge=+1 multiplicity=3 s_squared=2.012 gap_ev="8.46 / 7.45"
C 2.245 -0.913 0.994
C 0.943 -0.844 1.200
C 2.417 -0.658 -0.479
C 0.395 1.861 0.161
C -1.154 1.037 -1.576
C -1.851 0.489 0.805
C -0.531 -1.845 -0.243
C -0.646 0.752 -0.143
N 1.277 -0.530 -1.075
N 0.292 -0.571 -0.089
H 2.900 -1.128 1.805
H 0.493 -1.049 2.153
H 3.435 -0.679 -0.816
H 0.342 2.035 1.289
H 1.450 1.596 -0.161
H 0.100 2.722 -0.440
H -1.851 0.228 -1.808
H -0.286 0.841 -2.169
H -1.560 1.952 -1.565
H -2.647 -0.134 0.275
H -1.521 -0.098 1.751
H -2.218 1.582 1.046
H -0.727 -2.196 -1.351
H 0.161 -2.578 0.229
H -1.457 -1.870 0.206

Which one sits at the top of the stability order? #A does.